# 1
{
  "formula": "CH5INPS",
  "method": "the ωB97M-V functional and the def2-TZVPD basis",
  "lumo_ev": -0.93,
  "e_tot_ev": -30832.8736,
  "smiles": "C[P@@](N)(=S)I",
  "elements": ["H", "I", "H", "H", "C", "S", "N", "H", "P", "H"],
  "coordinates": [[-0.878, -0.332, 2.074], [2.700, 0.721, -0.109], [0.026, 0.639, -2.052], [-0.001, 1.006, 1.616], [-0.530, 0.352, -1.172], [0.373, -2.747, -0.005], [0.025, -0.014, 1.700], [-0.908, 1.213, -0.544], [0.535, -0.451, 0.092], [-1.340, -0.386, -1.600]],
  "mulliken_charge": [0.285, 0.022, 0.340, 0.274, -0.794, -0.412, -0.591, 0.280, 0.319, 0.276]
}

# 2
{
  "formula": "CH5IOSi",
  "method": "the ωB97M-V functional and the def2-TZVPD basis",
  "lumo_ev": [0.10, -3.51],
  "e_tot_ev": -19140.5653,
  "elements": ["I", "O", "H", "H", "H", "H", "H", "C", "Si"],
  "coordinates": [[-4.069, -0.413, 1.538], [0.656, 0.191, 0.295], [-1.414, -0.392, 0.004], [3.366, -0.127, 0.183], [-0.613, 0.717, -1.051], [-1.192, 1.118, 0.739], [1.957, -1.315, -1.376], [-0.702, 0.446, 0.085], [2.011, -0.224, -0.416]],
  "mulliken_charge": [0.035, -0.124, 0.090, -0.066, 0.235, 0.307, -0.069, -0.398, -0.009]
}

# 3
{
  "formula": "CH5N2",
  "method": "the ωB97M-V functional and the def2-TZVPD basis",
  "lumo_ev": -4.67,
  "e_tot_ev": -4091.1222,
  "smiles": "NC=[NH2+]",
  "charge": 1,
  "elements": ["H", "H", "H", "H", "C", "H", "N", "N"],
  "coordinates": [[-1.218, -1.102, 0.035], [1.313, -1.204, 0.116], [2.073, 0.218, -0.113], [-1.901, 0.629, -0.060], [-0.014, 0.541, 0.024], [0.088, 1.571, 0.167], [-1.186, -0.101, -0.088], [1.192, -0.118, 0.016]],
  "mulliken_charge": [0.267, 0.264, 0.230, 0.292, 0.258, 0.356, -0.324, -0.343]
}

# 4
{
  "formula": "CH5N2O",
  "method": "the ωB97M-V functional and the def2-TZVPD basis",
  "lumo_ev": -4.92,
  "e_tot_ev": -6134.0337,
  "charge": 1,
  "elements": ["H", "H", "N", "H", "O", "H", "N", "C", "H"],
  "coordinates": [[0.139, -1.877, 0.757], [1.390, 1.391, -0.341], [-0.175, -0.888, 0.863], [0.467, -0.293, 1.394], [-0.629, 1.397, -0.551], [-1.121, -0.550, 1.281], [0.708, 1.097, -0.982], [-0.177, 0.171, -0.844], [-0.601, -0.449, -1.579]],
  "mulliken_charge": [0.326, 0.287, -0.644, 0.341, -0.230, 0.382, -0.279, 0.415, 0.403]
}

# 5
{
  "formula": "CH5N2O2PS3",
  "method": "the ωB97M-V functional and the def2-TZVPD basis",
  "lumo_ev": 0.30,
  "e_tot_ev": -49987.8026,
  "smiles": "NC(=O)NOP(=S)(S)S",
  "elements": ["N", "O", "P", "S", "S", "S", "C", "N", "H", "H", "H", "H", "O", "H"],
  "coordinates": [[0.482, 0.276, -1.119], [-0.847, 0.730, -1.163], [-2.080, 0.347, 0.051], [-3.526, 0.818, -1.440], [-2.432, 1.905, 1.317], [-1.967, -1.468, 0.947], [1.056, 0.141, 0.138], [2.200, -0.582, 0.069], [0.812, -0.293, -1.862], [2.652, -0.710, 0.972], [-1.785, 1.311, 2.213], [-4.417, 0.224, -0.678], [0.570, 0.690, 1.100], [2.723, -1.035, -0.655]],
  "mulliken_charge": [-0.123, -0.338, 0.579, -0.263, -0.124, -0.326, 0.564, -0.389, 0.210, 0.235, 0.167, 0.177, -0.533, 0.163]
}

# 6
{
  "formula": "CH5N2OS",
  "method": "the ωB97M-V functional and the def2-TZVPD basis",
  "lumo_ev": -5.98,
  "e_tot_ev": -16970.6860,
  "charge": 1,
  "elements": ["O", "H", "S", "N", "N", "H", "C", "H", "H", "H"],
  "coordinates": [[-1.562, 0.419, -1.228], [0.234, -2.190, -0.218], [-2.299, -0.129, 0.335], [0.092, 1.575, 0.200], [0.591, -1.292, -0.161], [0.751, -0.974, 0.903], [-0.731, 0.541, -0.187], [0.511, 1.541, 1.100], [1.547, -1.457, -0.378], [0.866, 1.966, -0.365]],
  "mulliken_charge": [-0.241, 0.241, 0.150, -0.301, -0.664, 0.331, 0.578, 0.312, 0.270, 0.324]
}

In order of appearance, relative energy (zero: lowest compared OMol25 entry of this formula, charge and spin) = 40.0, 124.9, 20.0, 116.4, 0.0, 75.7 kcal per mole.